{"formula": "C36H32ClP2Tl", "method": "the ωB97M-V functional and the def2-TZVPD basis", "elements": ["C", "C", "C", "C", "C", "C", "P", "C", "C", "C", "C", "C", "C", "Tl", "P", "C", "C", "C", "C", "C", "C", "C", "C", "C", "C", "C", "C", "C", "C", "C", "C", "C", "C", "C", "C", "C", "C", "C", "C", "H", "H", "H", "H", "H", "H", "H", "H", "H", "H", "H", "H", "H", "H", "H", "H", "H", "H", "H", "H", "H", "H", "H", "H", "H", "H", "H", "H", "H", "H", "H", "H", "Cl"], "xyz": [[1.824, -2.264, -3.785], [0.990, -1.136, -3.958], [1.474, -0.017, -4.672], [2.743, -0.054, -5.238], [3.559, -1.179, -5.080], [3.100, -2.275, -4.343], [-0.519, -0.974, -2.962], [-1.566, 0.270, -3.740], [-1.669, 1.548, -3.148], [-2.360, 2.558, -3.811], [-2.975, 2.296, -5.041], [-2.924, 1.011, -5.595], [-2.236, -0.013, -4.942], [0.499, -0.243, -0.340], [3.085, -0.217, 0.827], [3.909, 0.672, -0.511], [5.053, 0.158, -1.154], [5.572, 0.821, -2.264], [4.964, 1.979, -2.752], [3.820, 2.486, -2.129], [3.294, 1.843, -1.014], [3.227, 0.648, 2.396], [2.506, 0.145, 3.504], [2.442, 0.890, 4.679], [3.107, 2.120, 4.772], [3.862, 2.594, 3.692], [3.935, 1.864, 2.506], [3.532, -1.958, 0.991], [2.538, -2.955, 0.843], [2.899, -4.296, 0.779], [4.233, -4.668, 0.976], [5.204, -3.693, 1.226], [4.866, -2.338, 1.235], [-1.350, -2.580, -2.918], [-1.132, -3.571, -3.892], [-1.669, -4.849, -3.710], [-2.437, -5.139, -2.577], [-2.701, -4.138, -1.633], [-2.176, -2.859, -1.803], [1.991, -0.815, 3.418], [1.869, 0.513, 5.526], [3.036, 2.708, 5.688], [4.395, 3.543, 3.773], [4.522, 2.224, 1.661], [5.523, -0.749, -0.772], [6.463, 0.426, -2.753], [5.377, 2.488, -3.624], [3.338, 3.390, -2.508], [2.388, 2.227, -0.536], [1.487, -2.668, 0.737], [2.133, -5.050, 0.584], [4.508, -5.723, 0.938], [6.240, -3.986, 1.406], [5.620, -1.572, 1.429], [-0.535, -3.350, -4.777], [-1.476, -5.621, -4.455], [-2.833, -6.145, -2.430], [-3.316, -4.359, -0.759], [-2.376, -2.070, -1.072], [-1.202, 1.736, -2.176], [-2.414, 3.552, -3.367], [-3.500, 3.096, -5.564], [-3.420, 0.804, -6.544], [-2.202, -1.020, -5.360], [0.845, 0.871, -4.770], [3.105, 0.809, -5.803], [4.554, -1.201, -5.525], [3.739, -3.150, -4.204], [1.472, -3.126, -3.210], [1.907, -1.303, -0.863], [1.343, -1.245, -1.585], [-0.184, 2.028, 0.249]], "lowdin_charge": [-0.11, -0.36, -0.06, -0.05, -0.04, -0.05, 1.06, -0.37, -0.10, -0.05, -0.04, -0.05, -0.06, 0.59, 1.04, -0.36, -0.05, -0.05, -0.04, -0.05, -0.11, -0.35, -0.08, -0.05, -0.03, -0.05, -0.06, -0.36, -0.12, -0.05, -0.03, -0.04, -0.07, -0.36, -0.08, -0.05, -0.04, -0.06, -0.09, 0.11, 0.12, 0.12, 0.12, 0.11, 0.10, 0.12, 0.12, 0.12, 0.05, 0.07, 0.12, 0.12, 0.12, 0.12, 0.11, 0.12, 0.12, 0.12, 0.10, 0.02, 0.12, 0.12, 0.12, 0.12, 0.12, 0.12, 0.12, 0.12, 0.11, -0.01, -0.03, 0.01], "orbital_gap_ev": 5.6, "molar_mass_da": 766.436, "total_charge": 2, "de_lowest_kj_mol": 483.3}

***

{"formula": "C36H32F3N7O4PSnTe", "method": "the ωB97M-V functional and the def2-TZVPD basis", "elements": ["Sn", "C", "N", "C", "C", "N", "C", "P", "C", "N", "C", "C", "N", "C", "C", "N", "C", "C", "N", "C", "H", "H", "H", "H", "H", "H", "H", "H", "H", "H", "H", "H", "H", "H", "H", "O", "C", "O", "C", "C", "C", "C", "C", "N", "C", "O", "O", "H", "H", "H", "H", "H", "C", "Te", "C", "C", "C", "C", "C", "C", "C", "H", "H", "H", "H", "H", "H", "H", "H", "F", "C", "F", "F", "C", "C", "C", "C", "C", "C", "C", "C", "H", "H", "H", "H"], "xyz": [[0.072, -0.075, -0.855], [-2.661, 2.243, 3.821], [-1.673, 2.084, 2.789], [-0.653, 2.937, 2.508], [0.011, 2.406, 1.439], [-0.588, 1.252, 1.075], [-1.603, 1.068, 1.896], [-2.830, -0.277, 1.879], [-1.700, -1.708, 1.912], [-0.642, -1.912, 1.155], [-0.137, -3.112, 1.514], [-0.902, -3.649, 2.514], [-1.892, -2.753, 2.761], [-2.955, -2.888, 3.718], [-3.174, -0.267, 0.094], [-2.312, -0.118, -0.891], [-3.016, -0.154, -2.038], [-4.338, -0.329, -1.749], [-4.431, -0.393, -0.395], [-5.628, -0.578, 0.377], [-2.465, 3.165, 4.365], [-2.626, 1.403, 4.518], [-3.657, 2.295, 3.379], [-0.490, 3.835, 3.070], [0.855, 2.772, 0.893], [0.739, -3.510, 1.039], [-0.809, -4.569, 3.056], [-2.803, -3.785, 4.316], [-3.918, -2.967, 3.210], [-2.978, -2.021, 4.380], [-2.516, -0.058, -2.977], [-5.190, -0.399, -2.393], [-6.489, -0.605, -0.287], [-5.748, 0.242, 1.087], [-5.582, -1.518, 0.932], [4.925, -0.930, -1.520], [3.608, -1.040, -1.305], [2.958, -0.172, -0.752], [3.032, -2.323, -1.759], [3.828, -3.394, -2.184], [3.201, -4.574, -2.532], [1.814, -4.647, -2.490], [1.103, -3.515, -2.092], [1.708, -2.400, -1.717], [-0.396, -3.436, -2.100], [-1.074, -4.585, -2.121], [-0.986, -2.390, -2.107], [5.238, -0.047, -1.260], [4.899, -3.285, -2.224], [3.778, -5.432, -2.843], [1.328, -5.567, -2.781], [-0.521, -5.377, -2.150], [3.961, -1.590, 2.261], [2.190, -0.369, 2.059], [3.437, 1.120, 3.014], [4.579, 0.390, 3.646], [5.395, 1.009, 4.583], [6.465, 0.333, 5.141], [6.724, -0.974, 4.768], [5.910, -1.600, 3.842], [4.836, -0.925, 3.277], [4.472, -1.661, 1.298], [3.689, -2.598, 2.567], [2.852, 1.670, 3.750], [3.798, 1.834, 2.273], [5.191, 2.027, 4.876], [7.094, 0.825, 5.867], [7.554, -1.508, 5.205], [6.104, -2.623, 3.558], [-3.741, 5.162, -7.879], [-3.616, 5.733, -6.674], [-3.063, 6.941, -6.879], [-4.873, 5.972, -6.240], [-2.837, 4.903, -5.695], [-2.535, 5.450, -4.452], [-1.851, 4.700, -3.519], [-1.459, 3.392, -3.815], [-1.760, 2.859, -5.072], [-2.446, 3.606, -6.006], [-0.824, 2.568, -2.854], [-0.346, 1.802, -2.033], [-2.844, 6.460, -4.223], [-1.624, 5.117, -2.549], [-1.459, 1.847, -5.300], [-2.683, 3.186, -6.972]], "lowdin_charge": [1.20, -0.03, -0.12, -0.03, -0.14, -0.08, -0.45, 1.19, -0.46, -0.03, -0.16, -0.04, -0.13, -0.03, -0.44, -0.05, -0.12, -0.02, -0.12, -0.03, 0.10, 0.09, 0.09, 0.13, 0.12, 0.10, 0.12, 0.10, 0.09, 0.09, 0.11, 0.13, 0.10, 0.09, 0.09, 0.13, -0.49, -0.13, -0.16, 0.04, -0.02, 0.02, -0.18, 0.14, -0.46, 0.15, 0.04, 0.15, 0.13, 0.12, 0.12, 0.11, -0.40, 1.33, -0.41, -0.30, -0.04, -0.08, -0.08, -0.04, -0.30, 0.05, 0.05, 0.05, 0.06, 0.11, 0.10, 0.10, 0.11, 0.14, -0.59, 0.14, 0.13, -0.12, -0.01, -0.02, -0.26, -0.02, 0.00, -0.16, -0.20, 0.13, 0.12, 0.12, 0.12], "orbital_gap_ev": 6.4, "molar_mass_da": 960.976, "total_charge": 1, "de_lowest_kj_mol": 163.3}

***

{"formula": "C36H33I2N4O3PSTi", "method": "the ωB97M-V functional and the def2-TZVPD basis", "elements": ["Ti", "I", "C", "C", "C", "I", "C", "O", "C", "C", "N", "C", "C", "C", "C", "C", "C", "N", "C", "H", "H", "H", "H", "H", "H", "H", "H", "H", "H", "H", "O", "S", "O", "N", "C", "C", "C", "C", "C", "C", "C", "C", "N", "C", "C", "C", "C", "C", "C", "C", "H", "H", "H", "H", "H", "H", "H", "H", "H", "H", "H", "C", "P", "C", "C", "C", "C", "C", "C", "C", "H", "H", "H", "H", "H", "H", "H", "H", "H", "H", "H"], "xyz": [[0.795, 0.009, -0.296], [1.212, -5.159, 5.236], [1.011, -4.074, 3.475], [1.629, -4.510, 2.313], [1.522, -3.770, 1.141], [2.299, -4.579, -0.605], [0.820, -2.568, 1.144], [0.826, -1.751, 0.054], [0.119, -2.178, 2.286], [-0.908, -1.078, 2.232], [-0.562, 0.141, 1.453], [-0.320, 1.341, 2.279], [-0.135, 2.492, 1.336], [-0.398, 3.800, 1.691], [-0.189, 4.801, 0.754], [0.263, 4.457, -0.510], [0.501, 3.127, -0.795], [0.309, 2.155, 0.113], [0.229, -2.927, 3.447], [2.190, -5.434, 2.311], [-1.186, -0.792, 3.247], [-1.804, -1.502, 1.773], [-1.391, 0.382, 0.919], [0.569, 1.191, 2.891], [-1.156, 1.525, 2.958], [-0.763, 4.029, 2.684], [-0.386, 5.835, 1.005], [0.431, 5.203, -1.272], [0.858, 2.831, -1.770], [-0.310, -2.621, 4.335], [2.290, 1.842, -3.349], [2.231, 0.638, -2.590], [2.562, 0.782, -1.124], [0.797, 0.030, -2.302], [-0.209, -0.233, -3.238], [-0.061, -0.320, -4.595], [-1.189, -0.589, -5.400], [-2.423, -0.764, -4.847], [-2.593, -0.671, -3.444], [-3.836, -0.828, -2.801], [-3.894, -0.709, -1.440], [-2.719, -0.438, -0.729], [-1.525, -0.281, -1.271], [-1.472, -0.402, -2.634], [3.272, -0.568, -3.305], [2.915, -1.909, -3.250], [3.761, -2.840, -3.828], [4.941, -2.426, -4.435], [5.285, -1.080, -4.475], [4.442, -0.134, -3.916], [0.906, -0.181, -5.062], [-1.061, -0.656, -6.472], [-3.284, -0.974, -5.467], [-4.723, -1.038, -3.384], [-4.822, -0.819, -0.898], [-2.820, -0.359, 0.349], [1.995, -2.221, -2.773], [3.496, -3.889, -3.814], [5.595, -3.159, -4.889], [6.202, -0.765, -4.954], [4.680, 0.921, -3.961], [2.762, -0.434, 3.179], [2.800, 0.289, 1.503], [3.149, 2.054, 1.767], [4.332, -0.408, 0.837], [4.267, -1.467, -0.063], [5.427, -2.058, -0.536], [6.663, -1.591, -0.116], [6.737, -0.537, 0.784], [5.577, 0.051, 1.264], [2.750, -1.521, 3.098], [1.904, -0.118, 3.772], [3.674, -0.140, 3.703], [4.044, 2.195, 2.371], [2.322, 2.538, 2.285], [3.293, 2.535, 0.800], [3.309, -1.834, -0.407], [5.359, -2.886, -1.231], [7.571, -2.051, -0.483], [7.700, -0.172, 1.117], [5.659, 0.866, 1.971]], "lowdin_charge": [1.03, 0.96, -0.73, -0.20, -0.62, 1.10, -0.37, -0.24, -0.17, -0.09, -0.12, -0.12, -0.27, 0.02, 0.00, 0.00, -0.07, 0.02, -0.11, 0.09, 0.14, 0.13, 0.07, 0.10, 0.15, 0.13, 0.13, 0.13, 0.10, 0.11, -0.22, 0.69, -0.44, -0.22, -0.23, 0.02, -0.03, 0.00, -0.13, 0.04, -0.01, -0.10, 0.09, -0.14, -0.29, -0.09, -0.07, -0.04, -0.03, -0.03, 0.12, 0.12, 0.13, 0.14, 0.12, 0.10, 0.08, 0.11, 0.12, 0.12, 0.13, -0.19, 0.96, -0.21, -0.36, -0.13, -0.07, -0.05, -0.05, -0.07, 0.05, 0.04, 0.07, 0.05, 0.04, 0.06, 0.03, 0.10, 0.12, 0.12, 0.10], "orbital_gap_ev": 6.7, "molar_mass_da": 934.401, "total_charge": 2, "de_lowest_kj_mol": 51.2}

***

{"formula": "C36H33N3", "method": "the ωB97M-V functional and the def2-TZVPD basis", "elements": ["C", "C", "C", "N", "C", "C", "C", "C", "C", "C", "H", "H", "H", "H", "H", "H", "H", "H", "C", "N", "C", "C", "C", "C", "C", "C", "C", "C", "C", "C", "C", "C", "C", "C", "C", "N", "C", "C", "C", "C", "C", "C", "C", "C", "C", "C", "C", "H", "H", "H", "H", "H", "H", "H", "H", "H", "H", "H", "H", "H", "H", "H", "H", "H", "H", "H", "H", "H", "H", "H", "H", "H"], "xyz": [[4.363, -0.189, 1.871], [4.079, -1.176, 0.801], [3.410, -2.343, 1.218], [2.833, -3.298, 1.601], [4.752, -1.202, -0.449], [5.597, -0.131, -0.897], [6.183, -0.175, -2.160], [6.004, -1.297, -2.983], [5.263, -2.399, -2.535], [4.656, -2.357, -1.280], [4.948, 0.675, 1.535], [3.425, 0.161, 2.330], [4.902, -0.712, 2.684], [5.772, 0.716, -0.229], [6.805, 0.659, -2.494], [6.477, -1.326, -3.966], [5.180, -3.299, -3.154], [4.107, -3.232, -0.907], [-1.360, -3.361, -4.528], [-1.164, -1.902, -4.584], [-2.197, -1.241, -5.320], [-3.534, -1.316, -4.910], [-4.521, -0.652, -5.645], [-4.169, 0.017, -6.828], [-2.842, 0.023, -7.274], [-1.851, -0.605, -6.525], [-0.701, -1.311, -3.380], [0.543, -0.638, -3.374], [1.044, -0.129, -2.201], [0.325, -0.228, -0.967], [0.899, 0.354, 0.191], [0.286, 0.650, 1.433], [1.019, 1.447, 2.369], [0.530, 1.726, 3.625], [-0.719, 1.208, 4.031], [-1.186, 1.465, 5.347], [-1.345, 0.246, 6.159], [-2.222, 2.432, 5.526], [-3.557, 2.119, 5.247], [-4.543, 3.095, 5.418], [-4.192, 4.351, 5.936], [-2.864, 4.635, 6.276], [-1.873, 3.682, 6.069], [-1.465, 0.415, 3.143], [-1.016, 0.236, 1.850], [-0.919, -0.923, -1.015], [-1.427, -1.447, -2.186], [-0.572, -3.813, -3.915], [-2.352, -3.601, -4.114], [-1.305, -3.742, -5.555], [-3.789, -1.888, -4.012], [-5.553, -0.668, -5.296], [-4.947, 0.530, -7.403], [-2.580, 0.517, -8.211], [-0.807, -0.623, -6.846], [1.078, -0.525, -4.319], [2.020, 0.361, -2.190], [1.927, 0.712, 0.076], [1.986, 1.847, 2.061], [1.087, 2.352, 4.326], [-1.788, 0.524, 7.121], [-1.991, -0.484, 5.646], [-0.350, -0.191, 6.318], [-3.811, 1.121, 4.874], [-5.576, 2.867, 5.155], [-4.970, 5.108, 6.074], [-2.602, 5.603, 6.706], [-0.826, 3.873, 6.316], [-2.423, -0.004, 3.462], [-1.698, -0.253, 1.170], [-1.493, -1.109, -0.118], [-2.403, -1.941, -2.194]], "lowdin_charge": [-0.06, -0.27, -0.26, 0.13, -0.21, -0.03, -0.10, -0.11, -0.09, -0.03, 0.07, 0.06, 0.10, 0.09, 0.10, 0.09, 0.10, 0.10, -0.05, -0.14, -0.24, -0.03, -0.08, -0.09, -0.09, -0.01, -0.22, 0.01, -0.01, -0.19, 0.05, -0.18, -0.03, 0.01, -0.22, -0.14, -0.05, -0.25, -0.03, -0.08, -0.09, -0.09, -0.01, 0.00, 0.00, 0.00, 0.00, 0.10, 0.07, 0.09, 0.10, 0.10, 0.10, 0.10, 0.11, 0.12, 0.12, 0.11, 0.11, 0.12, 0.10, 0.08, 0.09, 0.11, 0.10, 0.10, 0.10, 0.11, 0.11, 0.08, 0.08, 0.11], "orbital_gap_ev": 3.3, "molar_mass_da": 507.681, "total_charge": 0}